(1)
Entry from OMol25: a molecular structure, C23H48CdClInNOS2 at a distorted geometry (ωB97M-V/def2-TZVPD).

Values from the calculation:
strongest force on any atom: 3.90 eV Å⁻¹
energy relative to the best compared isomer or geometry (same formula, charge and spin): 0.0 kJ/mol
gap between HOMO and LUMO: 3.53 eV
energy: -72084.2064 eV
charge: +1
HOMO energy: -10.19 eV

CARTESIAN COORDINATES (ANGSTROEM)
C (1.8816, 5.2646, -0.2631)
C (1.8163, 4.5349, -1.6295)
C (2.8269, 3.3536, -1.7294)
C (2.0891, 2.0297, -2.2619)
C (1.6643, 1.2049, -1.0250)
C (0.4859, 1.7969, -0.2036)
C (0.2338, 0.7395, 0.8779)
C (-1.1897, 0.6762, 1.4820)
N (-1.3947, -0.7523, 1.7133)
C (-2.7413, -1.0983, 2.1989)
C (-3.8864, -0.5971, 1.3017)
C (-5.0302, -1.6607, 1.3341)
C (-6.2943, -1.0831, 0.6479)
C (-6.8458, -2.0935, -0.4057)
C (-8.3906, -2.2884, -0.3499)
C (-9.0168, -1.9616, -1.7241)
C (-9.4467, -0.4754, -1.7584)
C (-0.4680, -1.2124, 2.7377)
S (-0.3316, -0.5442, 4.2078)
S (0.6259, -2.6044, 2.3310)
C (2.0396, -1.7026, 1.5810)
C (3.3440, -1.9714, 2.3416)
C (4.4806, -2.3645, 1.3847)
In (5.6823, -0.5461, 0.8056)
O (6.3498, 0.4447, 2.4939)
C (7.5658, -1.1326, -0.3328)
C (7.7818, -0.1801, -1.5408)
C (7.6868, -0.9191, -2.8890)
Cl (6.1750, -1.8830, -3.0339)
H (2.6362, 6.0418, -0.2825)
H (2.0921, 4.5399, 0.5270)
H (0.8829, 5.6413, -0.0514)
H (2.1275, 5.2656, -2.3787)
H (0.8077, 4.2322, -1.9019)
H (3.1693, 3.1436, -0.7102)
H (3.6790, 3.5845, -2.3872)
H (1.1866, 2.2713, -2.8196)
H (2.7602, 1.3576, -2.9126)
H (2.5037, 1.0854, -0.3279)
H (1.3625, 0.1929, -1.3093)
H (-0.3622, 1.9791, -0.8644)
H (0.7915, 2.7299, 0.2707)
H (0.3401, -0.2238, 0.3719)
H (0.9925, 0.7732, 1.6576)
H (-1.2404, 1.3135, 2.3722)
H (-1.8634, 1.1088, 0.7443)
H (-2.7983, -2.1930, 2.1981)
H (-2.9511, -0.7824, 3.2269)
H (-3.6072, -0.4497, 0.2589)
H (-4.3325, 0.3041, 1.7290)
H (-4.6298, -2.5298, 0.8108)
H (-5.1846, -1.9135, 2.3838)
H (-7.0623, -0.9506, 1.4119)
H (-6.0818, -0.1164, 0.1904)
H (-6.4078, -3.0660, -0.1771)
H (-6.5046, -1.7883, -1.3948)
H (-8.8274, -1.7321, 0.4777)
H (-8.5944, -3.3458, -0.1604)
H (-8.3469, -2.2264, -2.5418)
H (-9.9199, -2.5627, -1.8618)
H (-10.0539, -0.2829, -0.8757)
H (-10.0692, -0.2861, -2.6318)
H (-8.5407, 0.1318, -1.7669)
H (2.1415, -2.0980, 0.5672)
H (1.8023, -0.6601, 1.4937)
H (3.2699, -2.7611, 3.0933)
H (3.6450, -1.0583, 2.8630)
H (5.1362, -3.0725, 1.8954)
H (4.0863, -2.8389, 0.4852)
H (4.6825, 0.5749, -0.2640)
H (7.3040, 0.4040, 2.5243)
H (7.4889, -2.1587, -0.6885)
H (8.4213, -1.0133, 0.3318)
H (8.7849, 0.2485, -1.5013)
H (7.0394, 0.6283, -1.5302)
H (8.5478, -1.5622, -3.0409)
H (7.6807, -0.1702, -3.6796)
Cd (4.3226, 1.3165, -2.1165)

---

(2)
Entry from OMol25: a molecular structure, C14H10CaClF3N4O12S2 at a distorted geometry (ωB97M-V/def2-TZVPD).

Values from the calculation:
strongest force on any atom: 2.35 eV Å⁻¹
energy relative to the best compared isomer or geometry (same formula, charge and spin): 139.9 kJ/mol
gap between HOMO and LUMO: 4.90 eV
energy: -105993.5220 eV
charge: -2
HOMO energy: -0.99 eV

CARTESIAN COORDINATES (ANGSTROEM)
Ca (0.0986, -0.8753, 0.1372)
C (-1.4092, 3.5288, 0.3005)
C (-1.2339, 2.0538, 0.1007)
N (-0.0968, 1.4858, 0.1692)
N (0.9882, 2.2578, 0.5031)
C (2.2616, 1.7171, 0.4228)
N (3.1186, 2.3777, 1.2777)
S (2.7360, 0.5354, -0.6155)
C (-2.4296, 1.1849, -0.1888)
C (-3.6944, 1.5757, 0.2201)
C (-4.7585, 0.7169, -0.0110)
C (-4.5297, -0.4735, -0.6699)
C (-3.2303, -0.7744, -1.0517)
N (-2.2005, 0.0237, -0.8054)
H (-0.6230, 4.0573, -0.2425)
H (-1.3395, 3.8013, 1.3598)
H (-2.3730, 3.8658, -0.0724)
H (0.8406, 3.0018, 1.1677)
H (2.7232, 2.5031, 2.2020)
H (3.9872, 1.8655, 1.3423)
H (-3.8433, 2.5043, 0.7553)
H (-5.7503, 0.9729, 0.3407)
H (-5.3286, -1.1779, -0.8571)
H (-2.9948, -1.6999, -1.5650)
O (0.5359, -2.8639, -5.9676)
C (0.4647, -2.4173, -4.8364)
C (0.0002, -1.0320, -4.4612)
O (-0.4570, -0.1900, -5.2224)
C (0.1884, -0.9182, -3.0017)
C (0.4595, -2.2358, -2.4799)
O (0.3901, -2.5013, -1.2252)
C (0.8063, -3.1469, -3.5634)
O (1.2681, -4.2813, -3.4872)
O (0.1147, 0.1101, -2.2918)
O (1.8809, -1.5939, 4.0018)
Cl (1.8988, -0.9979, 2.7026)
O (3.2055, -0.4418, 2.4389)
O (1.5424, -1.9794, 1.6596)
O (0.8852, 0.0727, 2.5791)
F (-2.4301, -0.1872, 4.7484)
C (-2.4767, -0.1509, 3.4092)
F (-1.7095, 0.8684, 2.9957)
F (-3.7414, 0.1583, 3.0612)
S (-1.9896, -1.8020, 2.7176)
O (-3.2571, -2.4912, 2.7563)
O (-0.9581, -2.2858, 3.5811)
O (-1.5565, -1.4594, 1.3418)

---

(3)
Entry from OMol25: a molecular structure, C3H3BrO2 at a distorted geometry (ωB97M-V/def2-TZVPD).

Values from the calculation:
strongest force on any atom: 3.85 eV Å⁻¹
energy relative to the best compared isomer or geometry (same formula, charge and spin): 316.0 kJ/mol
gap between HOMO and LUMO: 10.59 eV
energy: -77292.9888 eV
HOMO energy: -10.17 eV

CARTESIAN COORDINATES (ANGSTROEM)
C (1.5925, -1.7252, 0.3376)
C (0.5724, -1.0700, 0.2035)
C (-0.7027, 0.3545, 0.0695)
O (-0.1908, 1.1061, -0.8914)
O (-0.6260, 1.1033, 1.1823)
Br (-2.5411, -0.2933, -0.1642)
H (2.4960, -2.1723, 0.1611)
H (-0.2748, 0.7298, -1.8046)
H (-0.3255, 1.9671, 0.9062)

---

(4)
Entry from OMol25: a single C2H3N3 molecule at a distorted geometry (ωB97M-V/def2-TZVPD).

Values from the calculation:
strongest force on any atom: 6.13 eV Å⁻¹
expectation value of S²: 2.01
energy relative to the best compared isomer or geometry (same formula, charge and spin): 238.4 kJ/mol
spin multiplicity: 3
gap between HOMO and LUMO (alpha / beta): 6.92 / 6.97 eV
energy: -6584.7023 eV
HOMO energy (alpha / beta): -6.10 / -8.81 eV

CARTESIAN COORDINATES (ANGSTROEM)
C (1.0510, -0.9670, 0.2114)
C (-1.1360, 2.1660, -0.7406)
N (0.3347, 0.3656, -0.0564)
N (-0.4583, 1.1675, -0.4993)
N (0.5930, -2.0399, 0.5985)
H (2.1815, -0.8436, 0.3894)
H (-2.1550, 2.3132, -0.5073)
H (-0.4109, -2.1618, 0.6043)

---

Number 3 is which compound?
C3H3BrO2

---

What is the energy relative to the best compared isomer or geometry (same formula, charge and spin) in the second record?
139.9 kJ/mol